This record from the OMol25 dataset describes a cluster of 2 separate species, C5H14S in total. The level of theory is the ωB97M-V functional and the def2-TZVPD basis.

Properties
energy above the lowest of the compared OMol25 structures with the same formula, charge and spin	9.9	kcal per mole
F_max	0.79	eV/Å
total charge	0
energy	-597.0615	Ha
LUMO level	1.1	eV

Geometry as XYZ:
```
20
C5H14S (the ωB97M-V functional and the def2-TZVPD basis)
C -2.11 -0.43 -0.53
C -2.61 0.73 -1.38
C -1.52 1.40 -2.22
H -1.82 -1.32 -1.08
H -1.17 -0.15 -0.03
H -2.87 -0.68 0.20
H -3.44 0.42 -2.01
H -3.07 1.44 -0.67
H -0.62 0.80 -2.24
H -1.83 1.46 -3.27
H -1.29 2.42 -1.93
C 2.30 -0.75 0.28
S 1.39 -0.31 1.79
C 2.62 -0.59 3.07
H 1.96 -0.09 -0.51
H 3.36 -0.60 0.41
H 2.08 -1.79 0.01
H 3.11 0.34 3.36
H 3.38 -1.32 2.79
H 2.16 -0.97 3.97
```



This record from the OMol25 dataset describes a cluster of 2 separate species, C5H14S in total in a non-equilibrium geometry. The level of theory is the ωB97M-V functional and the def2-TZVPD basis.

Properties
energy above the lowest of the compared OMol25 structures with the same formula, charge and spin	23.9	kcal per mole
F_max	3.30	eV/Å
total charge	0
energy	-597.0392	Ha
LUMO level	0.9	eV

Geometry as XYZ:
```
20
C5H14S (the ωB97M-V functional and the def2-TZVPD basis)
C -1.22 0.64 -1.41
C -1.23 1.58 -2.57
C 0.06 2.35 -2.81
H -0.38 -0.12 -1.54
H -2.17 0.15 -1.23
H -1.06 1.12 -0.42
H -1.40 0.85 -3.42
H -2.05 2.29 -2.40
H 0.22 3.19 -2.08
H 0.92 1.72 -2.52
H 0.04 2.73 -3.82
C 1.77 -2.68 1.98
S 1.13 -2.52 3.63
C 0.06 -0.96 3.45
H 1.20 -3.38 1.35
H 1.85 -1.81 1.30
H 2.82 -2.91 2.00
H -0.33 -1.01 2.44
H 0.57 -0.13 3.87
H -0.79 -1.10 4.19
```



This record from the OMol25 dataset describes a cluster of 2 separate species, C5H14S in total. The level of theory is the ωB97M-V functional and the def2-TZVPD basis.

Properties
energy above the lowest of the compared OMol25 structures with the same formula, charge and spin	3.1	kcal per mole
F_max	0.99	eV/Å
total charge	0
energy	-597.0723	Ha
LUMO level	0.9	eV

Geometry as XYZ:
```
20
C5H14S (the ωB97M-V functional and the def2-TZVPD basis)
C -0.91 -1.42 1.96
C -0.09 -0.76 0.87
C 0.02 -1.63 -0.38
C 1.06 -1.07 -1.37
H -1.92 -1.61 1.58
H -1.09 -0.77 2.81
H -0.46 -2.35 2.30
H 0.91 -0.44 1.18
H -0.58 0.18 0.58
H -0.97 -1.62 -0.83
H 0.31 -2.65 -0.14
H 0.68 -0.10 -1.71
H 1.15 -1.69 -2.25
H 2.02 -0.96 -0.87
C 0.21 2.95 -0.21
S -1.27 2.59 -1.18
H -0.07 3.25 0.79
H 0.87 2.09 -0.13
H 0.75 3.74 -0.72
H -0.61 2.26 -2.30
```



This record from the OMol25 dataset describes a cluster of 2 separate species, C5H14S in total in a non-equilibrium geometry. The level of theory is the ωB97M-V functional and the def2-TZVPD basis.

Properties
energy above the lowest of the compared OMol25 structures with the same formula, charge and spin	51.9	kcal per mole
F_max	4.21	eV/Å
total charge	0
energy	-596.9946	Ha
LUMO level	0.9	eV

Geometry as XYZ:
```
20
C5H14S (the ωB97M-V functional and the def2-TZVPD basis)
C 2.88 0.63 -0.65
C 1.77 1.63 -1.02
S 0.06 0.83 -1.42
C -0.15 -1.01 -0.95
H 3.23 1.01 0.35
H 3.85 0.52 -1.08
H 2.56 -0.45 -0.67
H 1.62 2.48 -0.13
H 1.75 2.19 -1.87
H -0.43 -1.08 0.16
H -1.02 -1.31 -1.50
H 0.75 -1.55 -1.06
C -2.15 -0.56 2.79
C -2.30 -1.95 2.12
H -1.39 -0.57 3.65
H -1.75 0.03 2.00
H -3.14 -0.18 3.12
H -1.29 -2.42 2.06
H -2.99 -1.79 1.26
H -2.96 -2.61 2.77
```



This record from the OMol25 dataset describes a cluster of 2 separate species, C5H14S in total in a non-equilibrium geometry. The level of theory is the ωB97M-V functional and the def2-TZVPD basis.

Properties
energy above the lowest of the compared OMol25 structures with the same formula, charge and spin	41.2	kcal per mole
F_max	4.47	eV/Å
total charge	0
energy	-597.0116	Ha
LUMO level	1.0	eV

Geometry as XYZ:
```
20
C5H14S (the ωB97M-V functional and the def2-TZVPD basis)
C -1.64 0.09 2.09
C -0.46 0.18 1.15
S 0.83 1.35 1.34
C 1.55 1.19 3.00
H -2.13 1.02 2.40
H -1.27 -0.36 3.05
H -2.45 -0.29 1.63
H -0.11 -0.76 1.10
H -0.71 0.50 0.01
H 0.78 0.79 3.67
H 2.36 0.42 3.04
H 1.70 2.13 3.55
C 0.02 -1.21 -2.65
C 0.27 -0.30 -3.87
H -0.43 -0.68 -1.82
H -0.47 -2.21 -2.88
H 0.98 -1.46 -2.27
H 1.03 0.30 -3.62
H 0.65 -0.93 -4.59
H -0.50 0.24 -4.32
```



This record from the OMol25 dataset describes a cluster of 2 separate species, C5H14S in total in a non-equilibrium geometry. The level of theory is the ωB97M-V functional and the def2-TZVPD basis.

Properties
energy above the lowest of the compared OMol25 structures with the same formula, charge and spin	52.4	kcal per mole
F_max	4.45	eV/Å
total charge	0
energy	-596.9938	Ha
LUMO level	1.0	eV

Geometry as XYZ:
```
20
C5H14S (the ωB97M-V functional and the def2-TZVPD basis)
C -1.08 2.54 -2.53
C -1.08 1.86 -1.11
C -2.24 1.33 -0.35
H -1.20 3.62 -2.54
H -0.25 2.20 -3.10
H -1.95 2.01 -2.94
H -0.59 2.48 -0.39
H -0.29 1.00 -1.11
H -2.04 0.82 0.67
H -2.86 0.63 -0.92
H -2.90 2.23 -0.15
C 1.39 -3.37 1.13
S 1.54 -1.74 0.36
C 2.28 -1.16 2.00
H 1.54 -3.51 2.18
H 0.27 -3.52 1.22
H 1.99 -4.17 0.46
H 2.44 -0.07 1.99
H 3.17 -1.69 2.28
H 1.83 -1.49 2.84
```